C22H63N3O8 | wB97M-V/def2-TZVPD

Properties
DFT total energy	-1642.0150	a.u.
HOMO	-8.470	eV
SMILES	COC[C@H](C)N.COC[C@H](C)N.COC[C@H](C)N.CCO.CCO.CCO.CCO.CCO
molar mass	497.76	g/mol
Kohn-Sham gap	8.88	eV
ΔE to the lowest compared entry with this formula, charge and spin	206.5	kJ/mol

The geometry in ORCA input format:
```
! wB97M-V def2-TZVPD RIJCOSX def2/J DEFGRID3
* xyz 0 1
C -0.3815 19.5203 0.7090
C -1.0168 18.7957 1.8803
C -0.4521 17.3875 2.1090
O -0.8167 16.5036 1.0737
C -1.8939 15.6334 1.3458
N -1.0210 19.6098 3.0893
H -0.6120 19.0861 -0.2703
H 0.6973 19.5749 0.8602
H -0.8266 20.5028 0.5253
H -2.0369 18.5484 1.5263
H -0.8100 16.9784 3.0622
H 0.6400 17.3860 2.1673
H -2.7987 16.2480 1.2500
H -1.7919 15.1564 2.3235
H -2.0058 14.8602 0.5869
H -1.3740 19.0138 3.8479
H -1.7585 20.3130 3.0147
C -4.1657 23.7417 6.3417
C -3.2854 22.8656 5.4518
C -4.0396 22.5560 4.1470
O -3.3190 21.5706 3.4461
C -3.6467 21.4955 2.0666
N -2.0961 23.7074 5.1183
H -3.7290 23.9695 7.3141
H -5.1292 23.2997 6.6204
H -4.4050 24.6864 5.8479
H -2.9624 22.0016 6.0267
H -4.2662 23.4698 3.5843
H -5.0535 22.1599 4.3241
H -3.0341 20.8040 1.4943
H -3.6347 22.4642 1.5646
H -4.6338 21.0105 2.0468
H -1.4804 23.1130 4.5538
H -2.4270 24.3032 4.3556
C -3.6927 16.7940 6.5523
C -3.6430 17.9906 5.5757
C -4.6150 19.1083 5.8749
O -5.9470 18.7759 5.5353
C -6.9117 19.7580 5.7980
N -2.2491 18.5253 5.6053
H -4.6995 16.4064 6.7195
H -3.1787 17.1010 7.4640
H -3.1238 15.9349 6.1881
H -3.7335 17.6191 4.5493
H -4.3038 20.0583 5.4261
H -4.7051 19.2462 6.9664
H -6.7382 20.0193 6.8519
H -7.9643 19.4702 5.8356
H -6.8850 20.5655 5.0699
H -2.4215 19.3736 6.1569
H -1.6667 17.9995 6.2535
C -8.7009 16.9365 7.0058
C -8.9250 15.4958 7.4491
O -10.2675 15.2147 7.7161
H -9.4535 17.2452 6.2786
H -7.7107 17.0803 6.5635
H -8.7289 17.6660 7.8216
H -8.2615 15.3008 8.3036
H -8.5393 14.8147 6.6823
H -10.4618 15.1342 8.6495
C -9.0565 21.9292 4.6998
C -10.1671 22.7992 4.1373
O -9.6200 23.7456 3.1934
H -8.1670 22.5363 4.8503
H -8.8063 21.1023 4.0305
H -9.4155 21.5017 5.6400
H -10.5182 23.4245 4.9619
H -11.0128 22.2357 3.7389
H -9.3476 23.1801 2.4578
C 1.8027 15.7682 7.5475
C 0.7137 16.8141 7.8428
O -0.6035 16.5543 7.3834
H 2.1084 15.9176 6.5122
H 1.4186 14.7506 7.6610
H 2.6281 15.8633 8.2478
H 1.0740 17.7527 7.4187
H 0.5629 16.8653 8.9306
H -0.7582 15.6342 7.1489
C -1.6602 20.6437 10.6757
C -2.3983 19.7990 9.6652
O -3.4550 20.5055 9.0026
H -2.3086 20.8987 11.5165
H -1.2496 21.6020 10.3522
H -0.8036 20.0665 11.0363
H -2.9534 19.0134 10.1883
H -1.7195 19.3413 8.9450
H -4.2928 20.3808 9.4514
C -5.7970 17.9754 9.5743
C -6.2875 19.1971 10.3456
O -5.3732 19.7086 11.3118
H -5.0193 18.2382 8.8573
H -6.6523 17.5806 9.0233
H -5.4149 17.1989 10.2376
H -7.2296 18.9199 10.8296
H -6.5532 19.9997 9.6500
H -5.7122 19.3989 12.1543
*
```

---

C22H64N4O8 | wB97M-V/def2-TZVPD

Properties
DFT total energy	-1697.4463	a.u.
HOMO	-9.360	eV
SMILES	COC[C@H](C)N.COC[C@H](C)N.COC[C@H](C)N.COC[C@H](C)N.CCO.CCO.CCO.O
molar mass	512.77	g/mol
Kohn-Sham gap	9.98	eV
ΔE to the lowest compared entry with this formula, charge and spin	105.0	kJ/mol

The geometry in ORCA input format:
```
! wB97M-V def2-TZVPD RIJCOSX def2/J DEFGRID3
* xyz 0 1
C 10.0460 17.5682 3.8221
C 8.6004 18.0381 3.8258
O 7.8781 17.2570 4.7580
H 10.4531 17.5261 4.8294
H 10.6707 18.2711 3.2570
H 10.1869 16.6692 3.2204
H 8.1656 17.9717 2.8239
H 8.5798 19.0780 4.1699
H 7.0554 17.7285 4.9729
C 1.8587 18.8878 4.9642
C 0.8450 18.5221 6.0462
O 0.2973 19.6987 6.5987
H 1.5539 19.5755 4.1777
H 2.1383 17.9482 4.4810
H 2.7631 19.3257 5.3927
H 1.2265 17.8222 6.7952
H 0.0421 17.9873 5.5164
H -0.2751 19.4361 7.3268
C 5.0857 13.7138 5.3267
C 4.4613 14.5977 4.2551
O 5.1278 15.8367 4.0941
H 6.1545 13.5774 5.1482
H 4.6489 12.7168 5.2394
H 4.9727 14.1510 6.3167
H 3.4033 14.7548 4.5063
H 4.4348 14.1686 3.2519
H 5.1209 16.3001 4.9418
O 5.8121 18.9741 5.4238
H 5.9735 19.6830 6.0872
H 5.3250 19.4079 4.7104
C 6.1392 17.7719 9.5600
C 4.9955 17.1820 8.7148
C 3.7721 18.0733 8.6079
O 3.1226 18.1839 9.8904
C 1.8453 18.7743 9.7779
N 5.4107 16.8253 7.3603
H 6.4739 18.6972 9.0777
H 7.0462 17.1692 9.4797
H 5.8546 17.8742 10.6051
H 4.6117 16.2781 9.1974
H 3.0462 17.6488 7.9129
H 4.0255 19.1042 8.3430
H 1.9829 19.8549 9.6567
H 1.2338 18.5509 10.6480
H 1.2966 18.4587 8.8833
H 5.9133 17.5824 6.9042
H 6.0777 16.0900 7.5821
C 3.9092 22.1167 7.0266
C 5.4417 22.3279 7.1055
C 5.8584 23.4600 8.0527
O 5.2140 24.6567 7.6820
C 6.0318 25.7919 7.4960
N 6.0128 21.0261 7.4549
H 3.4085 21.8180 7.9462
H 3.7927 21.3623 6.2480
H 3.4283 23.0334 6.6833
H 5.8434 22.5672 6.1181
H 6.9524 23.5095 8.0084
H 5.6173 23.1899 9.0860
H 6.7324 25.6309 6.6686
H 6.5766 26.0755 8.3972
H 5.4186 26.6181 7.1391
H 5.5898 20.6638 8.3083
H 6.9925 21.0945 7.7708
C 3.9207 20.2807 0.4409
C 3.7147 19.7690 1.8599
C 3.8705 18.2214 1.8815
O 2.7260 17.7058 1.2221
C 2.4312 16.3662 1.5790
N 4.7940 20.2928 2.7155
H 4.8928 19.9071 0.1195
H 3.8982 21.3716 0.4215
H 3.1152 19.9200 -0.2014
H 2.8331 20.1291 2.3906
H 3.8869 17.8636 2.9128
H 4.7726 17.9257 1.3355
H 2.5915 16.2042 2.6521
H 3.0533 15.6457 1.0460
H 1.3584 16.2218 1.4595
H 5.6649 19.8711 2.4009
H 4.8597 21.2915 2.5540
C 9.6957 21.1928 5.5759
C 9.5341 20.1725 6.6852
C 10.9272 19.5670 7.0078
O 10.9682 18.8213 8.1976
C 10.3013 17.5660 8.0950
N 9.0432 20.8758 7.8911
H 10.1276 20.8126 4.6480
H 10.3584 22.0257 5.8350
H 8.7464 21.6672 5.3166
H 8.8682 19.3929 6.3123
H 11.6665 20.3681 7.0250
H 11.2128 18.8530 6.2229
H 9.2388 17.7764 7.9579
H 10.4870 17.0155 9.0118
H 10.6048 16.9742 7.2269
H 9.6490 21.6629 8.0978
H 9.1439 20.2677 8.6993
*
```

---

C22H64N8O10 | wB97M-V/def2-TZVPD

Properties
DFT total energy	-2067.2010	a.u.
HOMO	-9.573	eV
SMILES	NC(N)=O.NC(N)=O.NC(N)=O.NC(N)=O.CC(C)O.CC(C)O.CC(C)O.CC(C)O.CC(C)O.CC(C)O
molar mass	600.80	g/mol
Kohn-Sham gap	10.01	eV
ΔE to the lowest compared entry with this formula, charge and spin	0.0	kJ/mol

The geometry in ORCA input format:
```
! wB97M-V def2-TZVPD RIJCOSX def2/J DEFGRID3
* xyz 0 1
C 5.4943 9.0046 15.4303
C 5.8529 8.1827 14.1864
C 4.8201 8.1650 13.0895
O 7.0646 8.7006 13.5599
H 6.4292 9.2259 15.9854
H 4.7593 8.5992 16.0673
H 5.2526 10.0112 15.0926
H 6.0322 7.1598 14.4588
H 3.8650 7.6925 13.4666
H 5.2091 7.5690 12.2843
H 4.5770 9.1396 12.7044
H 7.7918 8.8762 14.2349
C 15.1420 8.8143 14.6295
C 14.0427 8.7358 13.6008
C 14.1492 7.6901 12.5055
O 12.8100 8.6682 14.3122
H 14.9707 9.5716 15.3856
H 16.1805 8.6842 14.2935
H 15.0689 7.8296 15.1639
H 13.9920 9.6363 13.0585
H 13.2346 7.5923 11.9443
H 14.2991 6.6696 12.8906
H 14.9652 7.8984 11.8052
H 12.9078 8.2108 15.1543
C 9.6536 9.4299 6.8965
C 9.9445 10.8776 6.6878
C 9.1462 11.4165 5.5022
O 9.6182 11.6235 7.9144
H 9.9461 8.8511 6.0110
H 8.5529 9.4025 7.0675
H 10.0546 9.0713 7.8520
H 11.0423 11.0365 6.6296
H 9.4888 10.9255 4.5802
H 9.1796 12.4791 5.5656
H 8.1229 11.0692 5.6973
H 10.4830 12.0848 8.0842
C 10.1652 15.1895 6.5977
C 10.7975 15.2912 7.9215
C 9.7919 15.2441 9.1067
O 11.5920 14.1861 8.1745
H 9.3347 15.7726 6.4168
H 9.7209 14.2166 6.5012
H 10.8957 15.3441 5.7868
H 11.4229 16.1898 7.9942
H 10.3170 15.2679 10.0771
H 9.1852 14.3249 9.1170
H 9.0388 16.1052 9.0414
H 12.2424 14.3280 7.5075
C 8.6063 7.2184 17.0158
C 9.5428 7.9173 16.1369
C 10.0364 7.1537 14.9157
O 8.9447 9.0629 15.6327
H 8.1444 7.9664 17.6930
H 9.0885 6.4889 17.6647
H 7.7560 6.6967 16.5336
H 10.3955 8.1823 16.7874
H 9.1085 6.5891 14.6398
H 10.7078 6.3351 15.1733
H 10.3602 7.7090 14.0499
H 8.6767 9.6275 16.3674
C 7.3638 10.3130 19.7830
C 6.8828 11.0836 18.5736
C 6.4474 12.4936 18.8653
O 7.9144 10.9774 17.6146
H 7.5550 9.2835 19.6252
H 6.5519 10.4793 20.5213
H 8.2779 10.8100 20.1928
H 5.9883 10.6557 18.1862
H 5.7691 12.4660 19.7099
H 5.9375 12.8892 17.9814
H 7.3100 13.2007 19.0119
H 7.6957 11.7195 17.0030
C 12.4979 10.9446 18.1047
O 12.3458 10.1843 19.0404
N 11.9701 12.1953 17.9483
N 13.3345 10.5856 16.9149
H 11.4889 12.5445 18.7202
H 12.4534 12.7986 17.2945
H 13.9433 9.8131 17.2245
H 13.7812 11.3366 16.2893
C 12.2544 12.7508 14.3633
O 13.1096 13.1238 15.2152
N 11.7197 11.5224 14.3455
N 11.7892 13.6931 13.4725
H 12.1909 10.8491 14.9762
H 11.2543 11.1477 13.4982
H 11.2449 13.3624 12.7453
H 12.4504 14.4669 13.4708
C 7.8376 13.3791 14.8661
O 7.0781 12.6146 15.4437
N 7.4444 14.1140 13.7374
N 9.0873 13.7190 15.3794
H 6.5944 13.7269 13.3631
H 8.1174 14.4346 12.9842
H 9.4029 13.3962 16.2876
H 9.7942 14.1818 14.8289
C 9.1438 11.5374 11.6345
O 9.7249 12.6195 11.6821
N 8.7868 10.9014 10.4650
N 8.7606 10.8827 12.7526
H 9.1211 11.2528 9.5310
H 8.4422 9.9687 10.6305
H 7.9888 10.2227 12.7147
H 9.0098 11.2371 13.7005
*
```

---

C22H65NO19 | wB97M-V/def2-TZVPD

Properties
DFT total energy	-2361.3855	a.u.
HOMO	-9.349	eV
SMILES	COC[C@H](C)N.OCCO.OCCO.OCCO.OCCO.OCCO.OCCO.OCCO.OCCO.OCCO
molar mass	647.75	g/mol
Kohn-Sham gap	9.52	eV
ΔE to the lowest compared entry with this formula, charge and spin	0.0	kJ/mol

The geometry in ORCA input format:
```
! wB97M-V def2-TZVPD RIJCOSX def2/J DEFGRID3
* xyz 0 1
C -13.1654 16.6386 5.3045
C -13.3703 17.3492 3.9901
O -12.8122 18.6745 4.0611
O -11.8348 16.1297 5.3893
H -13.9109 15.8348 5.3689
H -13.3460 17.3592 6.1059
H -14.4491 17.4262 3.8585
H -12.9610 16.8144 3.1387
H -11.8497 18.6319 4.0506
H -11.7408 15.7487 6.2674
C -11.7848 21.9684 -0.4491
C -12.4187 22.7506 -1.5565
O -13.7745 22.3208 -1.7331
O -12.3161 22.3385 0.8187
H -10.7072 22.1235 -0.4307
H -11.9999 20.9091 -0.6259
H -11.8728 22.5234 -2.4843
H -12.3662 23.8325 -1.4105
H -14.0017 22.4953 -2.6498
H -12.9977 21.6845 1.0427
C -20.3250 24.1686 0.6781
C -19.3723 23.1838 0.0339
O -19.1344 22.1379 0.9514
O -19.8807 24.5734 1.9503
H -21.3378 23.7488 0.7002
H -20.3798 25.0677 0.0587
H -18.4605 23.6970 -0.2975
H -19.8240 22.7542 -0.8743
H -18.2596 21.7480 0.7844
H -20.0718 23.8624 2.5690
C -15.8388 19.8833 5.5449
C -14.8949 20.5220 6.5357
O -13.6190 19.8744 6.5159
O -16.0040 18.4854 5.7356
H -15.4428 20.0389 4.5382
H -16.8057 20.3902 5.5936
H -15.2500 20.5694 7.5636
H -14.7495 21.5614 6.2040
H -13.4507 19.6348 5.5954
H -16.2073 18.3240 6.6616
C -19.1160 18.3200 -1.8955
C -19.4536 18.0058 -0.4743
O -19.6764 16.5985 -0.3280
O -20.2297 18.8827 -2.5997
H -18.7587 17.4196 -2.4055
H -18.3104 19.0620 -1.9811
H -20.3146 18.5933 -0.1433
H -18.5934 18.2746 0.1474
H -19.4743 16.3862 0.5871
H -20.0388 18.8555 -3.5400
C -13.8460 18.8980 -2.8947
C -15.2083 19.4858 -3.1409
O -16.0010 18.5838 -3.9199
O -13.8662 17.8181 -1.9752
H -13.2525 19.6946 -2.4410
H -13.3681 18.5707 -3.8234
H -15.0565 20.4493 -3.6411
H -15.7078 19.6516 -2.1824
H -16.6611 19.0965 -4.3926
H -14.5469 17.1989 -2.2625
C -14.9926 19.4588 1.6593
C -15.8134 20.0982 0.5883
O -16.5495 21.2385 1.0273
O -14.0368 20.4283 2.0780
H -14.5024 18.5637 1.2505
H -15.5786 19.1329 2.5256
H -16.4944 19.3722 0.1420
H -15.1274 20.4255 -0.2073
H -15.9033 21.9077 1.3254
H -13.5588 20.1100 2.8617
C -15.3848 24.2342 2.9872
C -16.8082 23.9926 3.4686
O -16.9568 24.2168 4.8607
O -15.3410 23.6900 1.6502
H -14.5871 23.7623 3.5649
H -15.1984 25.3145 2.9274
H -17.0401 22.9422 3.2804
H -17.4960 24.6058 2.8830
H -16.7394 25.1361 5.0480
H -14.5416 23.9988 1.2107
C -11.8487 22.7988 5.6961
C -11.7622 22.0979 4.3671
O -11.5595 23.0900 3.3781
O -10.6187 23.4189 6.0482
H -12.1083 22.0837 6.4738
H -12.6308 23.5621 5.5805
H -12.7210 21.5722 4.2187
H -10.9519 21.3587 4.3517
H -11.6316 22.6667 2.5017
H -10.3632 23.9638 5.2948
C -12.7000 15.5478 0.5348
C -12.5466 14.1456 1.0915
C -11.7641 14.2123 2.3818
O -11.5714 12.8793 2.8344
C -11.1345 12.8240 4.1609
N -13.8723 13.5777 1.3302
H -11.7467 16.0283 0.3085
H -13.2007 16.1784 1.2713
H -13.3305 15.5629 -0.3533
H -11.9658 13.5565 0.3665
H -12.3251 14.7749 3.1309
H -10.7721 14.6278 2.1631
H -11.7484 13.4793 4.7904
H -10.0927 13.1593 4.2265
H -11.2453 11.8011 4.5087
H -14.3232 13.3503 0.4533
H -13.7862 12.7229 1.8685
*
```